96
Properties=species:S:1:pos:R:3:forces:R:3 method="wB97M-V/def2-TZVPD" total_charge=+1 homo_energy_ev=-10.32 spin_multiplicity=1 gap_ev=6.6 e_lumo_ev=-3.75
I 0.83469 -0.86804 1.72186 0.2100 0.3293 -0.7704
H 6.42108 -0.59209 0.81384 -0.6603 -0.7663 0.1666
C 2.26040 -0.16457 0.20690 -0.4664 -1.7941 -2.0951
Cl 1.95237 5.11164 0.48422 0.0833 0.1050 0.1151
H 3.52850 -0.01748 1.96356 -0.3406 -0.5652 -0.0654
Cl 5.35264 5.77326 3.13734 0.0242 -0.0317 -0.0886
Cl -11.02519 -5.43497 4.87450 0.0880 0.0660 -0.0202
Cl 9.79869 3.44742 0.36180 -0.0884 -0.0391 0.0865
Cl 11.90162 -1.00719 2.78084 -0.0983 0.1145 0.0096
C -2.94603 -0.13718 0.68134 0.8429 -0.8385 0.0051
C -11.97865 -4.32081 3.88805 0.0617 0.1177 -0.1006
C 9.49656 -4.94696 -0.48397 0.1870 0.0720 0.1205
H -4.17904 4.44607 -5.36851 -0.0500 -0.1175 0.0838
H 2.71636 1.96176 -0.04400 -0.7235 -0.5334 -0.4323
H 10.09747 -2.28549 1.97309 0.1992 -0.0270 0.0671
C -5.54159 -1.26071 -1.58715 2.6056 1.3184 2.2675
H -11.96646 -3.33905 4.35327 -0.0558 -0.1376 0.0638
Cl -7.48846 -0.10423 -0.40216 -3.9492 0.6138 0.9449
H 8.01224 3.74355 1.86319 -0.0664 -0.0733 -0.1583
H -6.55253 -1.20364 -2.01095 1.2660 -0.7081 -0.2698
C -5.08328 -0.39550 -0.46214 0.9041 -2.9611 -3.6090
C 4.38071 -1.52235 0.64545 0.9535 -2.9505 -2.3153
C 6.70575 -2.73916 0.85911 0.6916 0.0344 0.2780
C -0.39517 6.26288 -2.25278 -0.0124 0.2794 -0.0402
C 4.14787 -1.56563 -0.93185 -1.2978 0.3594 1.2506
H 4.20352 -4.08699 0.29187 0.1209 1.0758 0.0712
H 6.86772 -2.91606 -0.23391 -0.3520 0.3001 0.7943
H -2.42541 -2.26464 -1.28529 -1.0509 0.4567 0.2166
S -2.76917 -0.73662 2.18942 -0.4502 0.4418 -1.2054
Cl -13.65340 -4.86573 3.74215 -0.0144 0.0880 -0.0648
H -11.99745 -3.87938 -2.00585 -0.0029 -0.0064 -0.1650
Cl -9.22632 0.95521 1.69802 -0.0570 -0.0351 0.0062
H 2.49861 -0.77580 -2.03435 -0.6317 0.2563 1.1224
H 9.01176 -4.08624 -0.03333 0.0699 -0.0512 -0.0873
Cl 8.28467 -5.89156 -1.35959 -0.1897 -0.0181 0.0664
H 5.79211 -1.34395 2.31047 0.1246 -0.3927 -0.9476
C -0.65555 1.07285 -0.85434 0.3648 0.1284 0.2721
H -0.07838 6.72939 -1.32375 -0.1039 -0.1369 -0.0040
H 4.11742 -2.59020 -1.37280 0.9551 0.9734 0.4030
Cl -11.09537 -2.62279 -3.78230 0.1074 0.0599 0.1083
Cl 10.77265 -4.38294 -1.56234 -0.3170 -0.2528 -0.6177
Cl 3.64923 6.88851 5.23009 -0.0610 -0.0708 -0.0477
C 0.55189 1.84119 -0.16248 -0.2544 0.4511 -0.5179
Cl -0.25208 4.50654 -2.09000 -0.0265 0.0956 -0.2575
C 5.84528 -1.48500 1.19394 -0.0548 0.9625 0.1985
H 4.14193 0.45597 0.55648 0.0684 -0.2639 0.2629
H -0.45777 -0.02383 -0.95002 -0.3763 0.8845 0.0750
C -12.41274 -3.22578 -2.76640 -0.1236 -0.0613 0.1359
C -8.74303 -3.78533 -0.21053 0.2754 -0.0796 -0.1243
H 3.52051 4.76415 4.22697 0.1223 0.0848 0.0197
H -8.11109 -2.95002 0.08138 -0.0705 -0.0828 0.0628
Cl -8.16809 -5.24632 0.59404 0.0206 0.0766 -0.0383
H 4.04290 6.18892 0.30385 -0.0017 -0.1647 0.1017
C 3.74042 5.76702 3.87147 -0.2210 0.0037 0.1044
C 1.96492 1.23000 -0.46744 0.0381 1.3214 1.6495
H 3.01142 6.06159 3.12164 0.1226 0.0532 0.0427
F 8.00722 -2.46556 1.40102 -1.2486 -0.1350 -0.4993
H 3.53073 5.45402 -1.23388 -0.0438 -0.1407 0.0809
Cl -13.59441 -4.13114 -3.71673 -0.0212 0.0158 0.0745
H -9.33543 -1.14110 0.62727 0.0796 0.2178 0.0500
C -4.60648 4.42408 -4.37005 -0.0109 0.1415 -0.1189
Cl -6.28838 3.89655 -4.47843 0.0178 0.0702 -0.0369
H 2.10686 1.24846 -1.57241 0.0649 -0.5380 0.8812
H 0.54417 2.87418 -0.61123 0.2355 -1.1400 0.6437
C 3.58895 5.31571 -0.15761 -0.0201 0.2120 -0.1027
Cl 4.59503 3.90202 0.18437 0.1230 0.0546 -0.0983
Cl -3.65148 3.32818 -3.36299 0.0819 -0.0115 0.0398
H -5.62092 0.36871 0.10702 1.7101 -0.3987 -0.0543
S -2.15975 1.43546 0.19394 -0.1115 -0.4090 0.0010
C 11.02560 -1.92240 1.54687 -0.0013 0.0073 0.0110
H -11.53864 -4.26526 2.89518 -0.0541 -0.1346 0.1079
H 0.36068 2.00529 0.93202 0.2983 -0.4682 -0.9844
Cl 11.97410 -3.30009 0.97442 0.1527 0.2773 0.5873
H 10.81458 -1.26668 0.70587 0.1441 -0.0480 0.0389
H 9.93845 -5.56824 0.29016 -0.0174 -0.0158 -0.1377
H 8.92230 2.24809 2.18517 -0.0454 -0.0585 -0.1593
N 3.56685 -0.30496 0.97624 1.4482 2.0085 -0.2380
Cl -2.05982 6.73859 -2.59454 0.0928 0.0848 0.0252
Cl -10.42079 -3.42236 0.23666 -0.0718 0.0049 -0.0106
H -12.91026 -2.38171 -2.29670 0.0292 -0.0223 -0.1528
H -0.84739 1.52768 -1.85588 0.1467 -0.6138 0.6993
N -4.50224 -2.08756 -1.97782 0.3956 1.0241 0.9121
H -4.57650 5.41820 -3.93292 -0.0360 -0.1370 0.0685
C -9.11408 -0.12736 0.30559 -0.2502 0.1668 -0.1538
N -3.76380 -0.80379 -0.31845 0.1355 1.1469 1.0390
H -9.83319 0.18871 -0.44573 0.0743 0.0401 0.0792
H -8.69052 -3.92993 -1.28640 -0.1198 -0.0372 0.0930
C 2.57312 -1.17926 -0.99485 1.0429 -0.4299 -0.8220
H 1.95803 -2.11075 -0.99398 0.5780 0.7842 0.3853
C 8.50106 2.88432 1.41170 0.3270 0.2670 0.2789
H 6.37340 -3.68501 1.34165 0.0812 0.8475 -0.2934
H 4.86503 -0.85185 -1.41602 -0.8839 -0.5764 0.0148
H 0.24188 6.59358 -3.06846 -0.1158 -0.1296 -0.0138
Cl 7.29523 1.95505 0.49907 -0.1279 -0.1670 -0.0370
S 3.64089 -3.17915 1.14888 -0.8453 0.1167 1.2468
C -3.43202 -1.80242 -1.21222 -1.5726 0.1593 -0.5749

***

21
Properties=species:S:1:pos:R:3:forces:R:3 method="wB97M-V/def2-TZVPD" total_charge=+1 homo_energy_ev="-10.93 / -13.90" relative_energy_ev=1.221 spin_multiplicity=5 gap_ev="6.7 / 8.9" e_lumo_ev="-4.21 / -4.99"
H 0.20474 -4.95164 2.02098 -0.0731 0.1043 0.1447
H 1.30474 -0.58257 1.05839 0.0235 -0.0960 -0.0979
H -0.43407 -0.85263 1.00600 -0.1203 -0.1277 -0.1215
O 0.37393 -2.68386 2.65287 0.0824 0.1513 -0.4236
H 1.40362 -0.86066 -1.47535 -0.2000 0.8066 0.1881
O -1.68668 2.64805 0.19168 0.4927 -0.8328 1.1715
O -0.98162 1.48717 -1.62493 -0.4879 0.1602 0.0379
C 0.50516 -1.06177 0.47760 0.2752 -0.1955 0.1945
H 1.32700 2.65925 -1.22858 0.2595 0.0129 0.0886
O 0.72643 -2.47130 0.43609 -0.1358 0.5647 -0.7989
C 0.46213 -3.14830 1.54219 -0.4612 -0.3011 1.1666
C 0.10848 0.99162 -0.96207 4.4203 -2.7674 -0.3627
H -0.32634 -1.03700 -1.52182 0.1493 -0.2111 0.3541
C -1.65815 2.50848 -1.06850 1.1210 -0.8194 -2.0425
Li -0.61170 1.77970 1.44269 0.0788 -0.0148 -0.1569
C 0.48506 -0.55698 -0.95316 -2.6525 -0.1303 0.0383
O 0.25600 -4.41772 1.21820 0.3467 -0.1616 -0.2884
O -2.20501 3.32225 -1.82752 -0.0942 -0.5448 0.1796
H 2.16998 1.30353 -0.31981 -0.2935 -0.5613 -0.5698
Co -2.72065 4.30405 -0.17438 -1.2870 2.0694 0.5437
C 1.29697 1.62035 -0.89057 -1.4441 2.8946 0.7545

***

17
Properties=species:S:1:pos:R:3:forces:R:3 method="wB97M-V/def2-TZVPD" homo_energy_ev="-4.62 / -4.86" relative_energy_ev=14.081 spin_multiplicity=2 gap_ev="3.4 / 3.6" e_lumo_ev="-1.26 / -1.29"
H 1.55445 0.48249 1.59245 1.2649 0.9728 -0.6074
O 0.91072 -2.95230 -0.84018 -0.1247 -0.6899 0.1231
H -1.44945 1.79414 -0.94589 0.4024 0.0249 -0.3567
H 1.21663 2.20419 0.07181 -0.5297 -1.2939 -0.4332
C 1.07184 1.43624 1.31010 -1.7951 0.6955 4.0956
C -0.43582 -0.56422 0.12135 2.4151 -3.9734 0.6135
O 0.11667 -0.86947 -1.17470 -1.7731 2.4736 -1.2817
H -2.24578 0.75259 0.04502 0.5554 -0.0892 1.6805
O 0.73159 2.20357 2.38253 0.2345 -0.4891 -1.4713
Li 1.11170 -4.02238 -2.47795 -0.2030 0.8754 0.3636
H -0.37227 -1.59658 0.52818 1.6132 -1.4437 -0.2156
C -1.23537 1.16705 -0.06513 0.0470 3.7039 -2.2005
C 0.48351 -2.06984 -1.62640 0.5385 -0.5866 0.1594
O 0.47793 -2.21821 -2.87644 -0.0241 -0.2648 -0.0852
C 0.18757 1.27523 0.22230 -1.7817 -1.7255 0.2754
Sr -1.18347 3.52499 2.62831 0.5090 -0.7626 -0.4775
H -0.94044 -0.54750 1.10463 -1.3486 2.5726 -0.1819

***

22
Properties=species:S:1:pos:R:3:forces:R:3 method="wB97M-V/def2-TZVPD" total_charge=+1 homo_energy_ev=-13.84 relative_energy_ev=0.213 spin_multiplicity=1 gap_ev=11.3 e_lumo_ev=-2.50
H 0.96668 0.57640 1.37689 0.0584 0.1754 -0.0726
C -0.27892 -0.38666 -0.16437 -1.7339 0.2813 -1.1006
H -0.72605 -2.72887 2.04594 0.3182 0.4513 -0.4198
O 1.04282 -0.06053 0.19289 0.0760 -0.8827 -1.5995
C 1.73329 -1.24076 0.52655 1.7217 -1.0239 -0.1439
H -0.22989 -2.93889 0.34132 0.1411 0.3130 0.0831
C 0.98393 2.23304 2.74408 -0.0027 0.0172 0.7177
H 0.96742 3.05303 4.82994 -0.0059 -0.4316 -0.3368
H 1.01725 3.05593 2.03005 -0.0103 -0.4082 0.3659
C 0.95955 2.23160 4.11349 0.0163 0.6177 -0.2660
H 0.89372 0.57210 5.47572 0.0315 0.4238 -1.0850
N 0.91968 0.91407 4.49813 -0.0279 -0.5770 1.1141
H 1.83447 -1.89204 -0.36286 -0.2824 0.2978 0.2100
O 1.09978 -1.93664 1.57317 -0.0046 0.3577 -0.4971
C -0.22287 -2.23274 1.19382 -0.8992 -1.1889 0.2502
O -0.94515 -1.06865 0.87102 0.6926 0.2290 -0.0357
H 2.75239 -0.96493 0.85940 -0.6616 -0.0475 -0.0680
N 0.95782 0.91635 2.35548 -0.0473 0.4315 2.2285
H 0.89146 -0.97302 3.42393 0.0553 0.6597 0.0068
C 0.91875 0.11664 3.42560 -0.0556 0.7361 -0.0062
H -0.82571 0.55383 -0.36919 0.3657 -0.5016 0.3001
H -0.28903 -0.99070 -1.09200 0.2548 0.0698 0.3550

***

48
Properties=species:S:1:pos:R:3:forces:R:3 method="wB97M-V/def2-TZVPD" total_charge=-2 homo_energy_ev=0.89 relative_energy_ev=0.633 spin_multiplicity=1 gap_ev=3.8 e_lumo_ev=4.72
H -1.00493 -0.27652 4.58271 -0.0093 -0.0007 -0.0025
Si 4.30434 1.50548 -0.20547 -0.3108 -0.2180 -0.1384
C -2.87465 0.86506 -0.27572 -0.0265 -0.1471 0.3821
C -1.19207 -0.01000 1.22069 0.2647 -0.1682 0.0551
C -2.64761 0.57951 3.49961 -0.0703 0.0433 -0.0655
C 5.22361 0.04171 0.58581 0.0431 0.0689 0.0243
H 5.66596 3.18722 1.06415 0.0510 0.0362 0.0190
C -0.67808 -0.33836 2.46355 -0.0303 0.0758 -0.1123
Cu 1.21839 2.25755 -0.21283 -0.0491 0.0525 -0.1034
H 4.10051 3.85712 0.53693 0.0107 0.0571 -0.0393
H 0.70259 -2.82685 0.61439 -0.0041 0.0197 -0.0148
H 6.27739 0.27912 0.76281 0.0525 -0.0197 0.0198
C -1.98047 0.44178 -1.25365 0.2070 -0.1114 -0.3345
H -5.32954 2.04218 -2.27689 0.0067 -0.0003 -0.0082
H 4.76543 -0.21743 1.54242 -0.0232 -0.0156 0.0521
H -3.73133 1.30632 -4.01164 -0.0079 -0.0012 -0.0027
C 5.27871 1.87234 -1.79119 0.0430 0.0540 0.0398
H -1.57175 0.29154 -3.35545 -0.0009 0.0105 0.0072
H -4.11425 1.41462 2.17653 -0.0219 -0.0119 -0.0033
C -1.63004 -4.97181 -0.57030 0.0006 -0.0307 0.0067
C -2.28437 0.59331 -2.59603 0.0349 -0.0268 0.1150
C -0.18948 -3.16460 0.09430 0.0224 -0.0488 -0.0004
C -1.41079 -0.04109 3.60474 0.0407 -0.0228 0.1436
C -3.16235 0.90342 2.25050 0.0139 0.0423 0.2389
C -4.08348 1.42523 -0.64299 -0.1741 0.1453 -0.1849
H 6.33024 2.09045 -1.58025 0.0545 0.0144 -0.0182
H -3.31009 -4.40376 -1.77779 0.0015 -0.0047 0.0001
H 5.17359 -0.83843 -0.05775 -0.0145 -0.0538 -0.0504
C -2.11168 -2.70653 -1.24528 0.0206 -0.0280 0.0510
H 4.15810 2.78347 1.91509 0.0031 -0.0259 0.0516
C -0.98875 -2.23305 -0.56843 -0.0762 -0.0398 0.0050
H 0.30221 -0.79245 2.54982 0.0054 -0.0019 -0.0084
H -3.20905 0.82720 4.39374 0.0140 -0.0054 0.0025
As -0.34948 -0.32069 -0.51613 -0.0687 0.3341 0.0435
H 0.12985 -5.21501 0.63866 -0.0055 0.0033 -0.0046
H -4.77427 1.78144 0.11078 -0.0245 -0.0078 0.0156
C -2.43304 0.61253 1.11103 -0.1867 -0.0053 -0.2786
C -2.42751 -4.06108 -1.24769 -0.0367 0.0120 -0.0266
C -4.39141 1.58039 -1.98948 -0.0460 0.0309 0.1293
S -0.56957 3.37830 -0.02512 0.1370 -0.1738 0.0044
C 4.60071 2.97292 0.93513 -0.0225 0.0562 0.0652
H 4.84281 2.73319 -2.30113 -0.0179 0.0496 -0.0364
C -0.50564 -4.51565 0.10565 0.0156 -0.0067 0.0129
H -2.75785 -2.00978 -1.76511 -0.0006 0.0258 -0.0090
H 5.23357 1.02219 -2.47416 -0.0124 -0.0609 -0.0400
O 2.78151 1.15898 -0.48731 0.2138 0.0850 0.1508
C -3.49536 1.16545 -2.96264 -0.0175 0.0132 -0.1510
H -1.88061 -6.02691 -0.56859 0.0012 0.0072 -0.0026

***

18
Properties=species:S:1:pos:R:3:forces:R:3 method="wB97M-V/def2-TZVPD" total_charge=-1 homo_energy_ev="1.10 / -5.12" relative_energy_ev=0.890 spin_multiplicity=2 gap_ev="1.6 / 7.9" e_lumo_ev="2.67 / 2.81"
H -1.16315 -2.32850 -0.60694 0.0656 -0.0287 0.1551
H 0.34579 2.59586 -1.25474 -0.0234 0.0980 -0.0373
H 1.62100 2.15488 -0.11335 -0.0020 0.0531 0.1242
C 1.38320 2.77098 -0.97881 0.2167 -0.1955 -0.1409
H 3.61044 2.51354 -1.77757 -0.0037 -0.0082 0.0366
S -2.17482 -2.94310 2.07605 -0.0148 0.0121 -0.0193
H 0.73971 -0.71812 -0.46426 0.0944 0.1300 -0.1761
C -0.95686 -1.72579 1.45432 -0.0418 -0.2070 0.1814
H -1.03231 -0.81774 2.04764 0.0108 0.0567 0.0576
C -1.24324 -1.42006 0.00169 -0.0024 -0.0138 -0.6442
H 1.55402 3.82017 -0.75840 -0.0908 0.1026 0.0801
S 2.41387 2.26097 -2.38469 -0.1116 -0.0483 -0.0353
H -0.50313 -0.08561 -1.57304 0.0620 -0.0082 -0.0148
H -0.35823 0.53233 0.08569 0.0560 0.1369 -0.1172
H 0.04174 -2.14659 1.57662 -0.0055 0.0820 -0.0572
H -1.71532 -3.01625 3.33210 0.0151 0.0079 -0.0038
H -2.27708 -1.09026 -0.12212 -0.0675 0.0896 0.1489
C -0.28562 -0.35673 -0.54019 -0.1572 -0.2592 0.4622

***

Result set for electronic energy: -348845.2881 -56444.1211 -14499.7075 -15515.9158 -148374.8237 -26011.7633 eV, one per record in the order listed.